No. 1
ORCA calculation (wB97M-V/def2-TZVPD) on C3H3NO2S as an isolated structure.

```
10
Properties=species:S:1:pos:R:3:forces:R:3
C 2.712 0.733 0.073 2.10 0.62 3.27
C -0.711 0.299 -0.088 3.15 1.50 -0.37
C -2.046 -0.431 0.159 -2.71 0.63 1.80
H 2.019 1.525 -0.130 0.61 1.38 -0.41
H 3.869 0.787 0.790 -3.47 0.25 -2.89
H -2.009 -1.604 0.666 -0.01 3.04 -1.75
N 2.204 -0.394 0.163 -1.29 -2.91 -0.19
O -0.396 1.497 -0.144 -1.94 -2.69 0.30
O -3.070 0.246 0.099 2.20 -2.23 -0.03
S 0.543 -0.968 -0.185 1.35 0.41 0.26
```
Forces are in eV/Å.

DFT total energy, eV: -19575.761
Lowest unoccupied orbital energy, eV: -1.33
Gap between HOMO and LUMO, eV: 8.3
Total charge: 0
Maximum force, hartree/bohr: 0.0880

The computed natural (NBO) charges, all in e, follow: number 1, C, carries -0.049; number 2, C, carries 0.266; number 3, C, carries 0.307; number 4, H, carries 0.206; number 5, H, carries 0.203; number 6, H, carries 0.166; number 7, N, carries -0.540; number 8, O, carries -0.512; number 9, O, carries -0.436; number 10, S, carries 0.389

No. 2
ORCA calculation (wB97M-V/def2-TZVPD) on one molecule with the formula C3H3NO2S2.

```
11
Properties=species:S:1:pos:R:3:forces:R:3
N 0.008 1.176 -1.772 -0.85 -0.35 0.37
C 0.643 0.626 -0.703 0.00 0.29 -0.45
O 1.807 0.775 -0.407 -0.30 -0.05 -0.04
C -0.323 -0.186 0.183 -0.92 0.25 0.12
O -1.512 0.075 0.197 1.03 -0.25 -0.05
C 0.266 -1.273 1.049 -0.08 -0.18 0.21
S 1.332 -2.314 0.422 -0.17 0.20 0.06
S -0.376 -1.403 2.668 -0.05 0.19 -0.26
H 0.491 1.822 -2.365 0.22 0.12 -0.03
H -1.017 1.140 -1.820 0.89 -0.04 0.10
H -1.319 -0.438 2.548 0.23 -0.19 -0.03
```
Forces are in eV/Å.

DFT total energy, eV: -30414.735
Lowest unoccupied orbital energy, eV: -1.33
Gap between HOMO and LUMO, eV: 7.9
Total charge: 0
Maximum force, hartree/bohr: 0.0205
SMILES: NC(=O)C(=O)C(=S)S

The computed natural (NBO) charges, all in e, follow: number 1, N, carries -0.805; number 2, C, carries 0.578; number 3, O, carries -0.556; number 4, C, carries 0.437; number 5, O, carries -0.505; number 6, C, carries -0.412; number 7, S, carries 0.142; number 8, S, carries 0.148; number 9, H, carries 0.409; number 10, H, carries 0.417; number 11, H, carries 0.147

No. 3
ORCA calculation (wB97M-V/def2-TZVPD) on one molecule with the formula C3H3NO3.

```
10
Properties=species:S:1:pos:R:3:forces:R:3
H 0.347 1.686 -0.881 0.07 -0.10 -0.62
N -0.557 1.340 -0.585 0.35 0.14 1.17
C -0.481 0.221 -0.036 0.14 0.91 0.70
C -1.731 -0.433 0.477 -0.68 -0.40 -1.98
O -2.039 -1.073 -0.501 -1.57 -1.43 0.28
O 0.537 -0.746 -0.119 -0.03 0.47 0.53
C 1.802 -0.311 0.059 0.36 0.50 0.11
O 2.126 0.834 0.199 0.11 -0.58 -0.05
H -2.482 -0.343 1.309 1.30 0.40 -0.05
H 2.479 -1.175 0.079 -0.03 0.08 -0.09
```
Forces are in eV/Å.

DFT total energy, eV: -10790.046
Lowest unoccupied orbital energy, eV: 0.20
Gap between HOMO and LUMO, eV: 10.3
Total charge: 0
Maximum force, hartree/bohr: 0.0417
SMILES: [H]/N=C(/C=O)OC=O

The computed natural (NBO) charges, all in e, follow: number 1, H, carries 0.379; number 2, N, carries -0.625; number 3, C, carries 0.482; number 4, C, carries 0.335; number 5, O, carries -0.465; number 6, O, carries -0.509; number 7, C, carries 0.650; number 8, O, carries -0.561; number 9, H, carries 0.178; number 10, H, carries 0.137

No. 4
ORCA calculation (wB97M-V/def2-TZVPD) on one molecule with the formula C3H3NO3.

```
10
Properties=species:S:1:pos:R:3:forces:R:3
C 0.392 1.914 1.281 -0.87 -1.80 -1.26
N -0.406 0.905 1.086 1.82 2.16 0.59
O 0.182 0.141 0.074 0.06 -0.33 -0.75
C -0.539 -0.953 -0.246 -1.76 0.24 2.69
O -1.484 -1.343 0.419 1.45 0.09 -1.72
C 0.027 -1.614 -1.462 -0.44 -1.92 -0.62
O 0.798 -1.076 -2.192 0.23 0.14 -0.26
H 0.075 2.635 1.990 -0.23 0.43 0.63
H 1.308 2.077 0.677 -0.60 -0.25 0.49
H -0.353 -2.688 -1.626 0.34 1.24 0.21
```
Forces are in eV/Å.

DFT total energy, eV: -10789.344
Lowest unoccupied orbital energy, eV: -0.62
Gap between HOMO and LUMO, eV: 9.9
Total charge: 0
Maximum force, hartree/bohr: 0.0626
SMILES: C=NOC(=O)C=O

The computed natural (NBO) charges, all in e, follow: number 1, C, carries -0.100; number 2, N, carries -0.090; number 3, O, carries -0.380; number 4, C, carries 0.654; number 5, O, carries -0.510; number 6, C, carries 0.338; number 7, O, carries -0.439; number 8, H, carries 0.197; number 9, H, carries 0.192; number 10, H, carries 0.138

Result set for ΔE to the lowest compared entry with this formula, charge and spin: 483.9 13.6 256.2 323.9 kJ/mol, one per record in the order listed.
Result set for highest occupied orbital energy: -0.3523 -0.3375 -0.3727 -0.3869 Ha, one per record in the order listed.